# 1
{
  "formula": "C24H42NOsP3S",
  "method": "the ωB97M-V functional and the def2-TZVPD basis",
  "homo_ev": [-17.6, -19.2],
  "charge": 4,
  "largest_force_ha_per_bohr": 0.0854,
  "s_squared": 6.06,
  "spin_multiplicity": 5,
  "gap_ev": [4.870, 2.953],
  "molar_mass_da": 659.83,
  "species": ["Os", "P", "P", "P", "H", "C", "C", "H", "C", "C", "C", "C", "C", "C", "C", "C", "C", "H", "H", "H", "H", "H", "H", "H", "H", "H", "H", "H", "H", "H", "H", "H", "H", "H", "H", "H", "H", "H", "H", "H", "H", "H", "H", "H", "H", "H", "C", "C", "C", "C", "C", "C", "S", "H", "H", "H", "H", "H", "H", "N", "C", "C", "C", "C", "C", "C", "C", "H", "H", "H", "H", "H"],
  "coordinates": [[-0.061, 0.292, -0.580], [-1.666, 1.788, -0.319], [-2.254, -1.947, 0.552], [1.969, 1.344, -0.621], [0.712, -2.833, -1.194], [1.603, -2.503, -0.657], [1.595, -2.181, 0.653], [0.931, -2.576, 1.428], [-2.636, 2.093, -1.828], [-2.942, 1.646, 0.979], [-0.877, 3.379, 0.122], [-1.745, -3.672, 0.412], [-2.579, -1.529, 2.288], [-3.724, -1.664, -0.478], [3.404, 0.300, -1.083], [2.474, 2.208, 0.910], [1.960, 2.672, -1.921], [2.460, -2.179, -1.255], [2.391, -1.515, 1.018], [-3.232, 2.987, -1.629], [-3.282, 1.225, -2.010], [-1.962, 2.252, -2.678], [-3.452, 2.623, 1.031], [-2.459, 1.438, 1.947], [-3.666, 0.860, 0.712], [-1.704, 4.098, 0.216], [-0.167, 3.679, -0.662], [-0.367, 3.265, 1.092], [-2.549, -4.391, 0.619], [-0.903, -3.827, 1.095], [-1.369, -3.777, -0.612], [-3.068, -2.345, 2.826], [-3.201, -0.637, 2.411], [-1.622, -1.318, 2.772], [-4.299, -2.593, -0.617], [-3.356, -1.328, -1.454], [-4.379, -0.875, -0.083], [4.279, 0.945, -1.237], [3.185, -0.237, -2.015], [3.623, -0.421, -0.286], [3.510, 2.544, 0.791], [2.390, 1.525, 1.763], [1.830, 3.081, 1.065], [2.413, 2.277, -2.833], [2.551, 3.517, -1.569], [0.953, 3.035, -2.148], [0.509, -0.611, -4.061], [0.026, -0.174, -5.321], [0.548, -0.711, -6.485], [1.466, -1.771, -6.414], [1.812, -2.315, -5.171], [1.297, -1.768, -3.987], [0.100, 0.503, -2.836], [-0.805, -1.276, 0.135], [-0.665, 0.677, -5.278], [0.210, -0.300, -7.432], [1.919, -2.149, -7.331], [2.500, -3.158, -5.118], [1.425, -2.254, -3.019], [0.016, 0.173, 1.412], [0.297, 0.368, 2.541], [0.528, 0.416, 3.947], [-0.474, 0.849, 4.859], [-0.246, 0.816, 6.245], [0.969, 0.334, 6.753], [1.962, -0.110, 5.870], [1.751, -0.064, 4.486], [-1.420, 1.219, 4.463], [-1.014, 1.193, 6.924], [1.132, 0.270, 7.834], [2.916, -0.490, 6.261], [2.531, -0.392, 3.792]],
  "mulliken_spin": [1.33, 0.18, 0.03, 0.15, 0.01, -0.01, 0.03, 0.00, 0.05, 0.05, 0.01, 0.01, 0.01, 0.01, 0.01, 0.02, 0.01, 0.01, 0.00, 0.01, -0.01, 0.00, 0.01, -0.01, -0.01, 0.00, 0.00, 0.00, 0.00, 0.00, 0.00, 0.00, 0.00, 0.00, 0.00, 0.00, 0.00, 0.01, 0.00, 0.00, 0.00, 0.00, 0.00, 0.00, 0.00, -0.01, 0.12, 0.12, -0.03, 0.18, 0.01, 0.08, 0.45, 0.04, 0.00, 0.00, 0.00, 0.00, 0.02, 0.00, 0.17, 0.00, 0.20, 0.26, -0.01, 0.26, 0.21, 0.03, 0.00, 0.01, 0.00, 0.02]
}


# 2
{
  "formula": "C24H42NP3RuS",
  "method": "the ωB97M-V functional and the def2-TZVPD basis",
  "homo_ev": [-18.8, -19.7],
  "charge": 4,
  "largest_force_ha_per_bohr": 0.0927,
  "s_squared": 6.05,
  "spin_multiplicity": 5,
  "gap_ev": [6.555, 3.707],
  "molar_mass_da": 570.67,
  "species": ["Ru", "P", "P", "P", "H", "C", "C", "H", "C", "C", "C", "C", "C", "C", "C", "C", "C", "H", "H", "H", "H", "H", "H", "H", "H", "H", "H", "H", "H", "H", "H", "H", "H", "H", "H", "H", "H", "H", "H", "H", "H", "H", "H", "H", "H", "H", "C", "C", "C", "C", "C", "C", "S", "H", "H", "H", "H", "H", "H", "N", "C", "C", "C", "C", "C", "C", "C", "H", "H", "H", "H", "H"],
  "coordinates": [[0.139, 0.163, -0.327], [1.308, -1.619, 0.467], [0.198, 1.126, 1.902], [-0.024, -0.709, -2.356], [0.827, 4.856, -2.832], [0.227, 4.112, -3.383], [-1.077, 3.848, -3.148], [-1.810, 4.536, -2.693], [3.115, -1.374, 0.242], [1.120, -2.135, 2.241], [0.948, -3.312, -0.194], [-0.322, 2.818, 2.404], [-0.828, 0.271, 3.148], [1.894, 1.175, 2.564], [-0.516, 0.394, -3.735], [-1.270, -2.049, -2.539], [1.520, -1.450, -3.055], [0.665, 3.709, -4.315], [-1.458, 3.039, -3.751], [3.659, -2.213, 0.704], [3.399, -0.432, 0.734], [3.348, -1.325, -0.832], [1.809, -2.958, 2.474], [0.095, -2.496, 2.417], [1.346, -1.320, 2.932], [1.677, -4.029, 0.204], [0.982, -3.352, -1.284], [-0.044, -3.629, 0.148], [-0.331, 2.876, 3.502], [-1.304, 3.092, 2.016], [0.413, 3.541, 2.046], [-0.339, -0.621, 3.532], [-1.784, -0.004, 2.696], [-1.010, 0.974, 3.971], [1.907, 1.875, 3.404], [2.581, 1.523, 1.789], [2.236, 0.207, 2.920], [-0.386, -0.157, -4.685], [0.093, 1.310, -3.728], [-1.573, 0.660, -3.580], [-1.340, -2.384, -3.580], [-2.235, -1.641, -2.226], [-1.026, -2.901, -1.900], [1.465, -1.446, -4.154], [1.682, -2.479, -2.716], [2.369, -0.832, -2.736], [0.706, 3.199, -0.773], [1.803, 2.683, -1.474], [3.101, 3.048, -1.027], [3.269, 3.947, 0.044], [2.144, 4.609, 0.554], [0.900, 4.329, 0.017], [-1.010, 2.720, -0.746], [-1.598, 3.778, -0.074], [1.675, 1.943, -2.266], [4.018, 2.622, -1.482], [4.272, 4.172, 0.468], [2.245, 5.362, 1.345], [0.003, 4.842, 0.376], [-1.493, -0.753, 0.213], [-2.175, -1.601, 0.656], [-2.874, -2.703, 1.202], [-2.845, -3.002, 2.588], [-3.497, -4.151, 3.051], [-4.208, -4.972, 2.174], [-4.250, -4.661, 0.811], [-3.608, -3.526, 0.326], [-2.322, -2.336, 3.280], [-3.476, -4.379, 4.115], [-4.721, -5.868, 2.535], [-4.794, -5.284, 0.104], [-3.610, -3.259, -0.728]],
  "mulliken_spin": [1.78, -0.02, -0.03, 0.02, 0.04, 0.35, 0.20, 0.02, 0.03, 0.00, 0.00, 0.00, 0.01, 0.02, -0.02, 0.00, 0.01, 0.01, 0.03, 0.01, -0.01, -0.01, 0.00, 0.00, 0.00, 0.00, 0.00, 0.00, 0.00, 0.00, 0.00, 0.00, 0.00, 0.00, 0.00, 0.00, 0.00, 0.00, 0.03, 0.00, 0.00, 0.00, 0.00, 0.00, 0.01, 0.00, 0.02, 0.01, 0.05, 0.00, 0.02, 0.03, 0.26, 0.00, -0.05, 0.00, 0.00, 0.00, 0.00, -0.03, 0.21, 0.03, 0.18, 0.25, 0.01, 0.29, 0.17, 0.05, 0.00, 0.01, 0.00, 0.02]
}


# 3
{
  "formula": "C24H43BBr3N2O17PSi2",
  "method": "the ωB97M-V functional and the def2-TZVPD basis",
  "homo_ev": -7.5,
  "charge": 0,
  "largest_force_ha_per_bohr": 0.0612,
  "gap_ev": 7.669,
  "molar_mass_da": 969.28,
  "species": ["C", "C", "O", "B", "O", "Si", "N", "N", "C", "C", "C", "O", "Si", "Br", "C", "Br", "C", "C", "Br", "P", "O", "O", "H", "H", "H", "H", "H", "H", "H", "H", "H", "H", "H", "H", "H", "H", "H", "H", "H", "H", "H", "C", "C", "C", "O", "C", "O", "O", "H", "H", "H", "H", "H", "H", "C", "C", "C", "O", "C", "O", "O", "H", "H", "H", "H", "H", "H", "C", "C", "C", "O", "C", "O", "O", "H", "H", "H", "H", "H", "H", "C", "C", "C", "O", "C", "O", "O", "H", "H", "H", "H", "H", "H"],
  "coordinates": [[4.095, 0.196, -1.072], [2.520, 0.521, -1.095], [2.268, 1.874, -1.535], [0.999, 2.024, -2.181], [0.774, 1.216, -3.363], [-0.405, 3.287, -1.589], [-0.616, 4.419, -2.981], [0.078, 4.265, -0.187], [1.247, 4.836, -0.309], [1.619, 6.030, -1.280], [2.420, 4.323, 0.651], [-1.837, 2.393, -1.215], [-3.289, 3.312, -1.327], [-3.180, 5.383, -0.415], [-4.705, 2.213, -0.591], [-6.180, 1.593, -1.784], [-4.762, 1.795, 0.742], [-5.896, 0.857, 1.315], [-3.311, 2.398, 1.971], [-3.838, 3.641, -3.485], [-3.824, 2.120, -4.308], [-5.400, 4.333, -3.605], [4.468, 0.071, -2.135], [4.303, -0.744, -0.483], [4.697, 1.035, -0.607], [2.050, -0.284, -1.733], [2.091, 0.425, -0.048], [1.650, 1.210, -3.806], [0.343, 4.564, -3.323], [-1.002, 5.284, -2.588], [0.719, 6.432, -1.849], [2.117, 6.905, -0.766], [2.309, 5.600, -2.086], [1.945, 3.804, 1.532], [2.957, 5.270, 1.007], [3.196, 3.708, 0.111], [-5.730, 0.552, 2.398], [-5.873, -0.112, 0.712], [-6.936, 1.301, 1.263], [-4.309, 2.331, -5.137], [-5.409, 5.266, -3.329], [6.613, -4.318, -2.354], [7.520, -3.306, -1.688], [7.614, -3.481, -0.201], [7.938, -2.163, 0.236], [7.393, -1.313, -0.676], [7.275, -0.136, -0.516], [6.993, -1.983, -1.795], [5.584, -4.215, -2.000], [6.591, -4.157, -3.434], [6.954, -5.337, -2.160], [8.509, -3.317, -2.159], [8.388, -4.192, 0.088], [6.667, -3.775, 0.262], [-11.581, -1.091, -3.423], [-10.627, -0.344, -2.518], [-9.420, -1.150, -2.131], [-9.054, -0.562, -0.887], [-10.204, -0.084, -0.336], [-10.309, 0.273, 0.797], [-11.217, -0.073, -1.247], [-11.990, -1.972, -2.921], [-12.431, -0.457, -3.687], [-11.085, -1.406, -4.343], [-10.344, 0.611, -2.972], [-8.611, -1.068, -2.858], [-9.642, -2.208, -1.961], [12.733, -7.642, 1.922], [11.573, -7.210, 1.053], [11.478, -5.721, 0.886], [10.088, -5.538, 0.626], [9.443, -6.557, 1.262], [8.265, -6.595, 1.444], [10.319, -7.517, 1.664], [12.624, -7.260, 2.940], [12.766, -8.731, 1.999], [13.682, -7.293, 1.512], [11.613, -7.722, 0.086], [12.084, -5.353, 0.058], [11.735, -5.165, 1.793], [-7.458, 1.178, 5.293], [-6.251, 2.077, 5.453], [-4.986, 1.327, 5.752], [-4.216, 2.302, 6.449], [-5.110, 3.121, 7.071], [-4.823, 3.911, 7.917], [-6.373, 2.915, 6.603], [-7.672, 0.640, 6.220], [-8.346, 1.770, 5.063], [-7.305, 0.454, 4.491], [-6.140, 2.720, 4.574], [-4.473, 0.995, 4.848], [-5.136, 0.469, 6.415]],
  "lowdin_charge": [-0.07, -0.23, -0.06, -0.48, 0.06, 0.37, -0.07, 0.00, -0.40, -0.06, -0.05, -0.35, -0.07, 0.38, -0.72, 0.68, -0.71, -0.16, 0.67, 0.71, -0.37, -0.41, 0.08, 0.08, 0.08, 0.12, 0.13, 0.11, 0.02, -0.01, 0.07, 0.08, 0.10, 0.08, 0.08, 0.08, 0.05, 0.09, 0.09, 0.04, 0.04, -0.02, -0.34, -0.10, 0.07, -0.55, 0.15, 0.08, 0.09, 0.09, 0.09, 0.16, 0.11, 0.15, -0.02, -0.34, -0.11, 0.03, -0.54, 0.16, 0.09, 0.09, 0.09, 0.09, 0.16, 0.14, 0.14, -0.02, -0.34, -0.10, 0.03, -0.54, 0.17, 0.09, 0.09, 0.09, 0.09, 0.16, 0.14, 0.15, -0.02, -0.35, -0.12, 0.06, -0.54, 0.16, 0.09, 0.09, 0.09, 0.08, 0.16, 0.12, 0.14]
}


# 4
{
  "formula": "C24H43BF5N5PScSi",
  "method": "the ωB97M-V functional and the def2-TZVPD basis",
  "homo_ev": -7.8,
  "charge": 0,
  "largest_force_ha_per_bohr": 0.0202,
  "gap_ev": 8.311,
  "molar_mass_da": 611.46,
  "species": ["Sc", "C", "Si", "C", "C", "N", "C", "C", "C", "C", "C", "C", "F", "H", "H", "H", "H", "H", "H", "H", "H", "H", "H", "H", "H", "H", "N", "P", "N", "C", "C", "C", "C", "C", "N", "C", "C", "C", "C", "C", "N", "C", "C", "C", "C", "C", "H", "H", "H", "H", "H", "H", "H", "H", "H", "H", "H", "H", "H", "H", "H", "H", "H", "H", "H", "H", "H", "H", "H", "H", "H", "H", "H", "H", "H", "H", "F", "B", "F", "F", "F"],
  "coordinates": [[1.416, 0.201, 1.446], [3.853, -2.396, 0.798], [4.711, -0.712, 0.897], [5.790, -0.599, -0.656], [5.666, -0.663, 2.528], [3.462, 0.510, 0.972], [3.795, 1.842, 1.091], [5.071, 2.414, 0.889], [5.286, 3.779, 0.923], [4.252, 4.673, 1.169], [2.992, 4.161, 1.437], [2.826, 2.802, 1.422], [1.549, 2.313, 1.768], [4.545, -3.144, 0.407], [2.979, -2.382, 0.140], [3.534, -2.735, 1.785], [6.450, -1.465, -0.734], [6.417, 0.292, -0.694], [5.151, -0.587, -1.542], [6.343, -1.511, 2.649], [4.936, -0.700, 3.341], [6.249, 0.252, 2.649], [5.903, 1.756, 0.689], [6.286, 4.156, 0.746], [4.420, 5.740, 1.165], [2.151, 4.803, 1.665], [-0.327, 0.504, 0.700], [-1.424, 0.002, -0.260], [-1.050, 0.278, -1.883], [-0.572, 1.648, -2.142], [-0.133, 1.771, -3.594], [-1.339, 1.602, -4.535], [-2.388, 0.659, -3.922], [-1.711, -0.367, -3.018], [-1.796, -1.643, -0.291], [-0.821, -2.565, -0.872], [-1.536, -3.858, -1.254], [-2.226, -4.475, -0.035], [-3.112, -3.453, 0.681], [-2.321, -2.182, 0.971], [-2.910, 0.675, 0.109], [-2.957, 1.901, 0.917], [-4.404, 2.249, 1.268], [-5.186, 0.977, 1.585], [-5.281, 0.081, 0.336], [-4.123, 0.366, -0.630], [0.250, 1.856, -1.459], [-1.356, 2.395, -1.943], [0.610, 0.995, -3.791], [0.345, 2.736, -3.760], [-0.999, 1.210, -5.495], [-1.798, 2.573, -4.732], [-2.950, 0.148, -4.705], [-3.105, 1.228, -3.325], [-0.970, -0.917, -3.613], [-2.430, -1.097, -2.648], [-0.026, -2.794, -0.144], [-0.355, -2.102, -1.742], [-0.823, -4.564, -1.686], [-2.282, -3.625, -2.019], [-1.466, -4.840, 0.663], [-2.823, -5.335, -0.347], [-3.490, -3.869, 1.618], [-3.974, -3.207, 0.054], [-1.496, -2.422, 1.657], [-2.940, -1.425, 1.451], [-2.492, 2.748, 0.395], [-2.376, 1.729, 1.825], [-4.882, 2.768, 0.433], [-4.410, 2.931, 2.119], [-6.183, 1.223, 1.950], [-4.668, 0.446, 2.387], [-6.222, 0.257, -0.189], [-5.261, -0.969, 0.635], [-4.395, 1.202, -1.289], [-3.937, -0.505, -1.255], [2.149, -1.908, 4.413], [1.282, -1.197, 3.673], [1.304, -1.657, 2.249], [-0.011, -1.166, 4.075], [1.761, 0.181, 3.467]],
  "lowdin_charge": [1.03, -0.17, 0.43, -0.17, -0.15, -0.16, -0.31, -0.04, -0.09, -0.10, -0.02, -0.18, -0.04, 0.03, 0.02, 0.03, 0.03, 0.01, 0.03, 0.03, 0.03, 0.02, 0.08, 0.11, 0.10, 0.12, -0.27, 0.58, -0.20, -0.22, -0.18, -0.19, -0.18, -0.22, -0.21, -0.22, -0.18, -0.20, -0.18, -0.20, -0.21, -0.21, -0.19, -0.19, -0.17, -0.21, 0.09, 0.12, 0.11, 0.11, 0.10, 0.11, 0.11, 0.10, 0.12, 0.09, 0.12, 0.10, 0.11, 0.11, 0.11, 0.11, 0.11, 0.11, 0.12, 0.10, 0.11, 0.10, 0.11, 0.11, 0.11, 0.11, 0.11, 0.09, 0.11, 0.10, 0.23, -1.16, 0.01, 0.21, 0.05]
}